1.
27
Properties=species:S:1:pos:R:3:nbo_charge:R:1 method="wB97M-V/def2-TZVPD" relative_energy_kcal_mol=116.8 energy_ev=-31503.060
H 2.37 0.45 -1.42 0.234
H -3.22 1.19 -1.72 0.492
H 1.66 3.02 0.20 0.356
O -4.34 1.58 0.58 -0.578
O -0.67 -2.37 -0.70 -0.729
O -2.66 0.82 -1.15 -0.709
C 1.11 0.05 0.18 0.663
H 2.43 2.97 -1.15 0.371
H 4.24 1.61 -0.41 0.224
H 3.42 1.42 1.30 0.224
C -3.24 0.95 0.19 0.797
O -2.91 -1.86 -0.55 -0.544
C -1.16 -0.43 0.57 -0.192
N 1.64 2.46 -0.67 -0.839
C -1.78 -1.53 -0.35 0.805
C -2.28 0.20 1.29 -0.500
S 4.09 -0.76 0.00 -0.066
H 3.46 -1.28 1.51 0.199
C 3.52 0.97 0.28 -0.535
N -0.11 0.37 -0.02 -0.591
H -2.94 -0.51 1.82 0.275
H -0.42 1.17 -0.65 0.450
H -1.92 1.10 1.76 0.246
H -0.69 -1.13 1.34 0.264
C 2.10 1.04 -0.36 -0.149
O 1.32 -1.01 0.73 -0.674
H -0.03 -2.26 0.11 0.507

---

2.
27
Properties=species:S:1:pos:R:3:nbo_charge:R:1 method="wB97M-V/def2-TZVPD" relative_energy_kcal_mol=19.1 smiles="N[C@@H](CC(=O)O)C(=O)N[C@@H](CO)C(=O)O" energy_ev=-22719.499
C -1.16 -0.15 1.61 -0.143
C 1.57 0.20 -1.93 -0.082
N -2.28 0.14 2.53 -0.805
O -0.48 2.78 -2.25 -0.577
C -1.57 -0.13 0.19 0.673
H 1.08 -2.92 -0.44 0.512
O 1.96 -1.12 -1.51 -0.739
H -1.30 0.47 -1.65 0.412
H 0.98 1.03 -0.02 0.224
C 0.60 0.92 -1.05 -0.172
H -1.26 -2.32 1.77 0.243
H -0.28 -1.64 2.99 0.257
O 0.37 -2.79 0.18 -0.667
H -3.03 -0.43 2.10 0.378
H 2.54 0.75 -2.03 0.192
H -2.57 1.11 2.46 0.366
O 1.81 -1.49 1.27 -0.638
H 1.40 4.00 -1.69 0.502
O -2.71 -0.49 -0.14 -0.605
C 0.43 2.41 -1.57 0.790
C 0.66 -1.88 1.11 0.811
C -0.55 -1.52 1.94 -0.510
H 2.16 -1.05 -0.56 0.486
O 1.51 3.15 -1.23 -0.673
H 1.21 0.14 -2.97 0.195
N -0.70 0.24 -0.87 -0.636
H -0.39 0.59 1.76 0.205

---

3.
22
Properties=species:S:1:pos:R:3:nbo_charge:R:1 method="wB97M-V/def2-TZVPD" relative_energy_kcal_mol=114.5 smiles="C=C/C=N/N/C=[NH+]/C1CC1" energy_ev=-11913.577 charge=+1
H 4.36 0.94 -0.85 0.236
N 1.61 0.64 0.21 -0.498
H 5.11 0.08 0.36 0.249
C 0.45 0.09 0.31 0.399
C 4.13 0.20 -0.11 -0.429
C 2.78 -0.08 0.55 -0.111
H -3.01 1.63 -0.51 0.173
C -4.97 -0.99 0.14 -0.234
C -2.92 0.67 -0.11 0.087
H 3.03 -1.11 -1.51 0.245
C -4.26 0.07 -0.25 -0.282
H -5.99 -1.05 -0.01 0.213
H -4.79 0.89 -0.63 0.200
C 3.39 -1.05 -0.47 -0.423
H 1.77 1.62 0.04 0.430
H -0.84 1.70 -0.38 0.410
H -4.57 -1.81 0.73 0.206
H 3.88 -1.98 0.03 0.247
N -0.67 0.70 0.06 -0.362
H 0.47 -0.91 0.51 0.238
N -1.86 0.06 0.24 -0.235
H 2.90 -0.30 1.64 0.241